Below is one molecule with the formula C3H5NO2, with properties calculated with the ωB97M-V functional and the def2-TZVPD basis.

As for the orbital gap: 9.95 eV. Its total charge is 0. The calculated total energy is -322.46863 Ha.

Positions of all 11 atoms, in Å:
O -0.42 0.72 0.30
O 2.69 -0.64 -0.60
N -2.20 -0.43 -0.23
C 1.74 0.11 -0.57
C -0.89 -0.38 -0.33
C 0.91 0.36 0.67
H 1.41 0.69 -1.46
H -2.63 -1.28 -0.55
H 1.30 1.16 1.29
H 0.89 -0.57 1.26
H -2.78 0.27 0.23